# 1
{"formula": "C28H55CaN9O5PS", "method": "ωB97M-V with the def2-TZVPD basis set", "symbols": ["Ca", "C", "C", "C", "C", "C", "C", "C", "C", "C", "C", "H", "H", "H", "H", "H", "H", "H", "H", "H", "H", "H", "H", "H", "H", "H", "C", "S", "C", "O", "H", "H", "H", "H", "H", "H", "N", "C", "N", "N", "C", "N", "H", "H", "H", "H", "C", "C", "O", "P", "O", "C", "C", "O", "C", "C", "H", "H", "H", "H", "H", "H", "H", "H", "H", "H", "H", "H", "H", "H", "H", "O", "C", "C", "C", "C", "C", "C", "N", "H", "H", "H", "H", "H", "H", "H", "H", "H", "H", "H", "N", "C", "N", "N", "C", "N", "H", "H", "H", "H"], "xyz": [[0.0657, -0.6666, 0.5426], [1.6759, -2.6526, 1.2584], [0.4685, -3.2350, 0.8150], [-0.5299, -3.0627, 1.8045], [0.0383, -2.3136, 2.8511], [1.3860, -2.1106, 2.5634], [2.3378, -1.4164, 3.4791], [-0.7585, -2.0027, 4.0799], [-1.8790, -3.6432, 1.7008], [0.4421, -4.1295, -0.3680], [3.0246, -3.0051, 0.6888], [3.0126, -0.7533, 2.9479], [2.9402, -2.1302, 4.0551], [1.8288, -0.7417, 4.1921], [-1.7923, -2.3068, 3.9798], [-0.7512, -0.9580, 4.4278], [-0.3361, -2.6045, 4.9303], [-2.6921, -2.9203, 1.3582], [-2.2511, -4.0286, 2.6465], [-1.8658, -4.4624, 0.9380], [-0.4954, -4.0314, -0.9622], [0.6038, -5.1648, -0.0486], [1.2777, -3.8428, -1.0720], [3.7641, -2.5919, 1.4311], [3.1764, -2.6617, -0.3847], [3.2360, -4.0789, 0.6780], [-2.8206, 1.3868, 3.8307], [-1.4166, 1.8591, 2.7993], [-2.1340, 3.2054, 1.8694], [-1.3077, 0.6737, 1.7791], [-2.9497, 1.9883, 4.7288], [-2.5718, 0.3478, 4.1309], [-3.7293, 1.3603, 3.1711], [-2.4588, 3.9456, 2.5605], [-2.9908, 2.8154, 1.3186], [-1.3539, 3.6053, 1.1546], [0.1002, -2.8301, -3.4003], [1.4355, -3.0290, -3.3676], [1.9794, -4.1603, -3.8609], [2.2730, -2.0989, -2.8972], [1.6809, -1.1674, -2.2427], [1.2554, -0.3309, -1.5393], [-0.5237, -3.5929, -3.2611], [-0.2151, -2.0565, -2.8066], [1.3632, -4.9144, -4.1474], [2.9750, -4.3091, -3.7638], [4.8588, 0.4842, -1.1696], [4.0239, 0.2301, 0.1195], [3.6313, 1.4565, 0.7529], [2.1020, 1.5766, 1.1536], [2.2268, 2.5666, 2.4652], [3.2532, 2.6313, 3.4660], [3.7064, 4.0480, 3.7757], [1.5887, 2.6034, 0.0513], [2.2260, 3.8726, -0.0855], [2.1518, 4.4584, -1.5008], [5.1409, -0.4647, -1.6402], [5.8440, 0.8841, -0.8621], [4.3362, 1.1274, -1.9035], [4.5670, -0.2812, 0.8859], [3.1603, -0.3934, -0.0390], [4.1586, 2.0881, 3.1803], [2.8122, 2.2122, 4.3857], [4.2227, 4.5201, 2.9136], [4.5206, 3.9576, 4.5045], [2.9041, 4.7043, 4.1692], [3.3306, 3.8292, 0.0739], [1.7183, 4.5299, 0.6110], [2.9252, 3.9646, -2.0878], [2.4519, 5.5073, -1.4072], [1.1707, 4.4354, -1.9540], [-1.5561, -1.3873, -1.2419], [-2.7953, -1.5124, -1.1725], [-3.5640, -2.1434, -2.3130], [-4.3221, -1.0455, -3.1637], [-5.4862, -0.3597, -2.5129], [-5.3369, 0.3045, -1.1047], [-4.8829, -0.7280, -0.0712], [-3.4441, -0.8726, -0.1432], [-4.2698, -2.7972, -1.8305], [-2.8349, -2.7475, -2.8577], [-4.6430, -1.5293, -4.0497], [-3.5897, -0.3166, -3.5573], [-6.2514, -1.1156, -2.4083], [-5.8085, 0.4098, -3.2104], [-6.2562, 0.7818, -0.8060], [-4.6779, 1.1269, -1.1694], [-5.3659, -1.7008, -0.2837], [-5.1190, -0.3867, 0.9508], [-2.8127, -0.2378, 0.2737], [0.2979, 2.2439, -3.6751], [-0.4723, 3.3586, -3.5048], [-0.4493, 4.3875, -4.4307], [-1.3354, 3.4565, -2.4808], [-1.3768, 2.3440, -1.7149], [-1.5345, 1.4060, -1.0284], [1.1257, 2.4425, -4.2674], [0.5712, 1.7083, -2.8744], [-0.1622, 4.1354, -5.3935], [-1.1974, 5.0437, -4.4057]], "mulliken_charge": [1.772, 0.846, 0.199, 0.327, 1.417, 1.139, -1.772, -1.998, -1.805, -1.810, -1.544, 0.222, 0.385, 0.299, 0.420, 0.265, 0.288, 0.051, 0.482, 0.380, 0.159, 0.384, 0.212, 0.455, 0.084, 0.332, -0.887, 0.537, -0.730, -1.268, 0.432, 0.214, 0.270, 0.581, 0.213, 0.026, -0.283, 0.405, -0.354, -0.715, 0.436, -0.270, 0.364, -0.220, 0.225, 0.250, -1.446, 0.900, -0.331, 0.419, -0.140, -0.067, -1.390, 0.083, -0.176, -1.275, 0.403, 0.382, 0.236, 0.384, -0.793, 0.265, 0.287, 0.295, 0.411, 0.291, 0.240, 0.264, 0.361, 0.431, 0.094, 0.723, -0.153, -1.238, -0.669, -0.739, -0.590, -0.983, 0.733, 0.439, 0.206, 0.497, 0.287, 0.276, 0.367, 0.413, 0.314, 0.365, 0.427, -0.128, -0.354, 0.347, -0.442, -0.755, 0.536, -0.273, 0.313, 0.013, 0.253, 0.273], "e_homo_ev": -8.70, "charge": 1, "relative_energy_kcal_mol": 37.1, "fmax_ev_per_a": 3.217, "e_tot_ev": -92139.740}

# 2
{"formula": "C28H56BrCl14N3O4Si2", "method": "ωB97M-V with the def2-TZVPD basis set", "symbols": ["C", "C", "O", "C", "C", "O", "C", "Si", "C", "C", "C", "C", "C", "C", "C", "C", "C", "C", "C", "C", "O", "Si", "Br", "C", "O", "C", "C", "C", "N", "N", "N", "H", "H", "H", "H", "H", "H", "H", "H", "H", "H", "H", "H", "H", "H", "H", "H", "H", "H", "H", "H", "H", "H", "H", "H", "H", "H", "H", "H", "H", "H", "H", "H", "H", "H", "H", "H", "H", "H", "H", "H", "H", "H", "C", "Cl", "Cl", "H", "H", "C", "Cl", "Cl", "H", "H", "C", "Cl", "Cl", "H", "H", "C", "Cl", "Cl", "H", "H", "C", "Cl", "Cl", "H", "H", "C", "Cl", "Cl", "H", "H", "C", "Cl", "Cl", "H", "H"], "xyz": [[5.5025, -1.4127, 3.2324], [5.4405, -0.6363, 1.7736], [4.0430, -0.4558, 1.3418], [3.6533, -1.7463, 0.7503], [2.1503, -1.6608, 0.0211], [1.6121, -3.0276, 0.0509], [0.6080, -3.2676, -0.9928], [-1.2419, -3.0947, -0.3416], [-1.1405, -2.0436, 1.2435], [-2.3837, -2.1548, 2.2973], [-3.0246, -0.7354, 2.9103], [-4.3217, -0.7187, 3.9587], [-5.0537, -2.1078, 4.4548], [-4.3957, -3.5275, 3.8949], [-5.1309, -4.9193, 4.4012], [-3.0970, -3.5231, 2.8508], [-1.8407, -4.9262, -0.0965], [-0.8660, -5.8370, 0.8536], [0.4384, -6.4858, 0.1046], [-1.6568, -7.0956, 1.6012], [-2.1258, -2.4480, -1.6928], [-3.3807, -1.3115, -1.2828], [-5.0836, -2.2219, 0.0259], [-4.2926, -0.9303, -2.9868], [-4.0078, -2.0608, -3.8857], [-2.9447, -1.5343, -4.8034], [-2.7830, 0.4127, -0.6632], [-3.9132, 1.6265, -0.8806], [-5.3251, 1.1685, -0.5554], [-3.7712, 2.3411, -2.2085], [-3.5618, 2.6701, 0.2008], [6.2206, -0.7728, 3.9152], [4.4240, -1.4905, 3.7086], [5.9631, -2.5088, 3.1450], [6.0966, -1.2842, 1.0355], [5.9291, 0.4378, 1.7894], [3.6286, -2.6471, 1.4969], [4.4019, -1.9720, -0.1512], [2.3512, -1.2224, -1.0445], [1.4318, -0.9095, 0.5726], [0.7178, -2.4269, -1.8334], [0.7617, -4.2927, -1.5851], [-0.8765, -0.9270, 0.9130], [-0.1723, -2.4026, 1.8440], [-2.5970, 0.3336, 2.6359], [-4.7751, 0.3044, 4.3481], [-5.9875, -2.1557, 5.1629], [-4.6743, -5.8700, 3.8598], [-5.1272, -4.9891, 5.5692], [-6.2657, -4.8758, 4.0331], [-2.7058, -4.5731, 2.5215], [-1.8486, -5.4136, -1.1863], [-2.9796, -4.9803, 0.2570], [-0.4432, -5.1477, 1.7317], [0.2617, -6.8233, -1.0020], [1.3159, -5.6833, 0.2112], [0.7934, -7.4003, 0.7848], [-1.8642, -8.0051, 0.8763], [-0.8775, -7.5059, 2.4054], [-2.6153, -6.7504, 2.1880], [-5.4552, -0.8352, -2.8602], [-3.8237, 0.0339, -3.4959], [-2.0471, -1.0348, -4.1972], [-3.3768, -0.6739, -5.5074], [-2.4855, -2.4106, -5.4369], [-2.4845, 0.4699, 0.4642], [-1.8037, 0.7187, -1.2743], [-5.9148, 1.0477, -1.4077], [-5.7253, 1.9354, 0.0611], [-4.5848, 2.0384, -2.8259], [-3.9126, 3.3654, -1.9699], [-3.6143, 2.2382, 1.1540], [-2.5652, 2.9680, 0.0362], [6.6109, 3.2319, 2.2319], [7.0595, 4.9417, 2.2159], [7.8250, 2.2636, 3.0766], [5.6503, 3.1209, 2.7409], [6.5259, 2.8766, 1.2021], [6.4771, 6.7188, -1.2682], [7.5840, 6.7186, -2.6466], [4.7938, 6.6529, -1.8042], [6.6861, 5.8466, -0.6440], [6.6305, 7.6324, -0.6887], [-1.9270, 4.8430, -4.3777], [-1.4003, 6.0797, -5.5258], [-2.9749, 5.5351, -3.1336], [-2.4783, 4.0687, -4.9169], [-1.0481, 4.4044, -3.8990], [1.3771, 8.4343, -6.8160], [2.4840, 8.4341, -8.1943], [-0.3062, 8.3684, -7.3520], [1.5861, 7.5621, -6.1917], [1.5305, 9.3479, -6.2365], [-2.5708, -5.5683, 7.7065], [-1.8197, -6.8313, 6.7237], [-3.2532, -4.2930, 6.6901], [-3.3699, -6.0117, 8.3055], [-1.8149, -5.1327, 8.3644], [6.4757, 7.3094, -8.1958], [5.6934, 6.0062, -9.0984], [6.6994, 6.8634, -6.4999], [7.4522, 7.5145, -8.6414], [5.8507, 8.2041, -8.2489], [3.4913, 5.8590, 3.7010], [2.7965, 5.2728, 5.2172], [3.4192, 4.6161, 2.4460], [2.9293, 6.7347, 3.3672], [4.5353, 6.1333, 3.8706]], "mulliken_charge": [-0.895, 0.373, -0.283, -0.457, -0.248, -0.371, -0.581, -0.159, 0.016, 0.242, -0.408, -0.632, -0.495, 0.116, -0.738, 0.114, -0.640, 0.746, -1.044, -0.900, -0.313, 0.678, -0.307, -0.378, -0.395, -0.551, 0.086, -0.137, -0.425, -0.291, -0.828, 0.273, 0.249, 0.259, 0.278, -0.274, 0.245, 0.221, 0.310, 0.055, 0.336, 0.220, 0.249, 0.519, 0.282, 0.242, 0.296, 0.130, 0.298, 0.305, -0.284, 0.388, 0.349, 0.105, 0.238, 0.143, 0.340, 0.284, 0.285, 0.086, 0.216, 0.191, 0.207, 0.272, 0.257, -0.322, 0.277, 0.247, 0.283, 0.313, 0.193, 0.275, 0.298, -0.176, -0.168, -0.169, 0.189, 0.312, 0.055, -0.148, -0.151, -0.010, 0.251, -0.280, -0.099, -0.187, 0.264, 0.280, -0.205, -0.152, -0.167, 0.235, 0.289, -0.355, -0.153, -0.063, 0.272, 0.300, -0.242, -0.147, -0.113, 0.285, 0.219, -0.188, -0.157, -0.138, 0.304, 0.190], "e_homo_ev": -8.07, "charge": 0, "fmax_ev_per_a": 5.318, "e_tot_ev": -303704.709}